*one*
{"formula": "C6H12N3", "method": "ωB97M-V with the def2-TZVPD basis set", "orbital_gap_ev": 10.57, "smiles": "CC(C)[n+]1cccn1N", "homo_ev": -13.6, "lumo_ev": -2.994, "charge": 1, "species": ["C", "C", "C", "N", "C", "C", "C", "N", "N", "H", "H", "H", "H", "H", "H", "H", "H", "H", "H", "H", "H"], "xyz": [[1.411, -1.088, -1.319], [0.049, -0.400, -1.193], [-0.300, 0.719, -2.245], [-0.018, 0.273, 0.396], [0.557, 1.335, 0.926], [0.083, 1.596, 2.147], [-0.660, 0.434, 2.534], [-0.720, -0.315, 1.417], [-1.222, -1.575, 1.446], [1.705, -1.589, -0.447], [2.247, -0.395, -1.661], [1.591, -1.810, -2.189], [-0.719, -1.225, -1.180], [0.582, 1.410, -2.348], [-1.310, 1.212, -2.083], [-0.172, 0.211, -3.189], [1.127, 1.938, 0.167], [0.349, 2.551, 2.546], [-1.072, 0.149, 3.466], [-1.754, -1.609, 2.217], [-1.754, -1.821, 0.592]], "mulliken_charge": [-1.247, 0.455, -1.252, 0.155, 0.082, -0.804, -0.054, 0.462, -0.837, 0.410, 0.312, 0.361, 0.175, 0.347, 0.318, 0.426, 0.351, 0.388, 0.410, 0.270, 0.274]}



*two*
{"formula": "C6H12N3", "method": "ωB97M-V with the def2-TZVPD basis set", "orbital_gap_ev": 9.11, "smiles": "C/C=N/N=C\\[NH+]=C(C)C", "homo_ev": -13.8, "lumo_ev": -4.660, "charge": 1, "species": ["C", "C", "N", "N", "C", "N", "C", "C", "C", "H", "H", "H", "H", "H", "H", "H", "H", "H", "H", "H", "H"], "xyz": [[2.267, 0.782, 1.273], [0.904, 1.259, 0.930], [0.723, 2.065, -0.029], [-0.318, 2.591, -0.530], [-1.118, 2.025, -1.329], [-0.873, 0.635, -1.624], [-0.814, -0.297, -0.713], [-1.753, -0.295, 0.430], [-0.041, -1.525, -0.991], [2.605, 0.027, 0.561], [2.284, 0.352, 2.269], [2.978, 1.604, 1.223], [0.102, 1.021, 1.623], [-1.864, 2.565, -1.877], [-0.368, 0.475, -2.497], [-2.176, 0.684, 0.643], [-1.321, -0.733, 1.327], [-2.581, -0.954, 0.144], [0.237, -2.043, -0.076], [0.849, -1.325, -1.583], [-0.664, -2.217, -1.565]], "mulliken_charge": [-1.050, 0.073, -0.095, -0.351, -0.238, -0.060, 0.962, -1.318, -1.499, 0.227, 0.349, 0.331, 0.523, 0.410, 0.292, 0.441, 0.413, 0.366, 0.361, 0.469, 0.393]}



List of relative energies, unit eV: *one* 0.865; *two* 0.000



*one*
{"formula": "S2", "method": "ωB97M-V with the def2-TZVPD basis set", "orbital_gap_ev": 5.70, "homo_ev": -8.9, "lumo_ev": -3.157, "species": ["S", "S"], "xyz": [[0.309, 0.994, -0.130], [-0.309, -0.994, 0.130]], "mulliken_charge": [0.000, 0.000]}



*two*
{"formula": "S2", "method": "ωB97M-V with the def2-TZVPD basis set", "orbital_gap_ev": 5.66, "homo_ev": -9.1, "lumo_ev": -3.478, "species": ["S", "S"], "xyz": [[-0.816, -0.744, 0.122], [0.816, 0.744, -0.122]], "mulliken_charge": [0.000, 0.000]}



*three*
{"formula": "S2", "method": "ωB97M-V with the def2-TZVPD basis set", "orbital_gap_ev": 5.50, "homo_ev": -9.8, "lumo_ev": -4.256, "species": ["S", "S"], "xyz": [[0.000, 0.000, 1.301], [0.000, 0.000, -1.301]], "mulliken_charge": [0.000, 0.000]}



*four*
{"formula": "S2", "method": "ωB97M-V with the def2-TZVPD basis set", "orbital_gap_ev": 4.44, "homo_ev": -9.6, "lumo_ev": -5.151, "species": ["S", "S"], "xyz": [[0.000, 0.000, 1.673], [0.000, 0.000, -1.673]], "mulliken_charge": [0.000, 0.000]}



List of relative energies, unit eV: *one* 0.000; *two* 0.632; *three* 2.839; *four* 6.184



*one*
{"formula": "C4H8ClN2", "method": "ωB97M-V with the def2-TZVPD basis set", "orbital_gap_ev": [6.82, 8.56], "homo_ev": [-12.2, -12.6], "lumo_ev": [-5.372, -4.081], "charge": 1, "species": ["C", "C", "C", "C", "N", "N", "Cl", "H", "H", "H", "H", "H", "H", "H", "H"], "xyz": [[-1.562, 1.739, -0.020], [0.376, 0.163, -0.358], [2.705, 0.280, -0.240], [-3.606, -1.079, 0.392], [-0.489, 1.004, -0.409], [1.498, -0.420, -0.489], [-3.184, 0.109, -0.647], [-1.891, 2.422, -0.895], [-1.738, 2.123, 1.012], [3.630, -0.122, -0.632], [2.863, 0.277, 0.818], [2.464, 1.213, -0.723], [-4.305, -0.869, 1.115], [-3.115, -2.091, 0.377], [1.401, -1.424, -0.352]], "mulliken_charge": [-0.496, 0.458, -0.747, -0.434, -0.109, -0.257, 0.047, 0.348, 0.343, 0.298, 0.308, 0.300, 0.349, 0.306, 0.286]}



*two*
{"formula": "C4H8ClN2", "method": "ωB97M-V with the def2-TZVPD basis set", "orbital_gap_ev": [9.93, 9.93], "smiles": "C[C@@H]1C[NH+]=C(Cl)N1", "homo_ev": [-14.8, -14.8], "lumo_ev": [-4.885, -4.885], "charge": 1, "species": ["C", "C", "C", "N", "C", "Cl", "N", "H", "H", "H", "H", "H", "H", "H", "H"], "xyz": [[-0.921, 0.853, 0.544], [-0.098, 0.340, -0.605], [0.272, -1.184, -0.284], [1.608, -1.195, 0.077], [2.247, -0.082, -0.208], [3.867, 0.243, 0.000], [1.177, 1.029, -0.801], [-0.926, 1.986, 0.536], [-0.659, 0.435, 1.590], [-1.981, 0.503, 0.278], [-0.671, 0.200, -1.511], [-0.416, -1.349, 0.533], [0.092, -1.748, -1.197], [2.013, -2.193, 0.121], [1.308, 1.928, -0.308]], "mulliken_charge": [-1.302, 0.313, -0.836, -0.061, 0.363, -0.014, -0.353, 0.369, 0.325, 0.366, 0.344, 0.388, 0.385, 0.352, 0.360]}



List of relative energies, unit eV: *one* 3.738; *two* 0.000



*one*
{"formula": "C4H8ClN2", "method": "ωB97M-V with the def2-TZVPD basis set", "orbital_gap_ev": [4.93, 6.24], "homo_ev": [-12.1, -12.8], "lumo_ev": [-7.142, -6.561], "charge": 1, "species": ["C", "C", "C", "C", "N", "N", "Cl", "H", "H", "H", "H", "H", "H", "H", "H"], "xyz": [[0.895, -1.163, -1.045], [1.012, 1.421, 0.488], [-0.221, 0.774, -0.023], [-1.413, 0.975, 0.925], [-0.051, -0.646, -0.297], [1.023, -2.432, -1.285], [1.038, 2.963, 1.052], [1.948, 0.876, 0.421], [-0.476, 1.277, -0.972], [-1.569, 2.029, 1.124], [-1.227, 0.465, 1.865], [-2.323, 0.585, 0.477], [-0.820, -1.214, 0.066], [1.778, -2.749, -1.877], [0.407, -3.160, -0.920]], "mulliken_charge": [-0.255, -0.006, 0.455, -1.555, -0.177, -0.212, 0.066, 0.353, 0.258, 0.472, 0.437, 0.403, 0.289, 0.267, 0.206]}



*two*
{"formula": "C4H8ClN2", "method": "ωB97M-V with the def2-TZVPD basis set", "orbital_gap_ev": 10.61, "homo_ev": -14.0, "lumo_ev": -3.405, "charge": 1, "species": ["C", "C", "C", "C", "N", "N", "Cl", "H", "H", "H", "H", "H", "H", "H", "H"], "xyz": [[-1.257, 0.980, 1.141], [-0.159, -0.879, 0.907], [0.590, 0.059, 0.216], [1.887, 0.191, -0.433], [-1.289, -0.306, 1.373], [-0.152, 1.227, 0.396], [-0.614, -1.427, -2.465], [-2.196, 1.494, 1.291], [-1.322, -1.689, -3.401], [-0.105, -1.916, 0.951], [2.445, -0.739, -0.604], [2.300, 1.018, 0.153], [1.780, 0.657, -1.481], [-1.877, -0.786, 2.016], [-0.032, 2.117, -0.060]], "mulliken_charge": [-0.179, -0.405, 0.393, -1.152, 0.025, -0.068, -0.208, 0.368, 0.242, 0.451, 0.316, 0.359, 0.348, 0.241, 0.267]}



List of relative energies, unit eV: *one* 3.582; *two* 0.000